Model P:
# C4H4N2O2

An isolated molecule of C4H4N2O2 (ωB97M-V with the def2-TZVPD basis set, the Open Molecules 2025 dataset).

CARTESIAN COORDINATES (ANGSTROEM)
1 C -2.93 0.30 0.01
2 C -2.11 -0.71 0.10
3 C -0.56 -0.37 -0.04
4 C 1.58 -0.22 -0.06
5 H -2.49 1.36 -0.63
6 H -4.06 0.35 -0.20
7 H -2.21 -1.88 0.49
8 H 1.77 1.70 -0.12
9 N 0.48 -1.19 -0.07
10 N 1.03 0.96 0.40
11 O 2.84 -0.26 -0.09
12 O -0.26 1.02 -0.14

Computed properties:
LUMO: -0.48 eV
SMILES: C=Cc1nc(=O)[nH]o1
Highest occupied orbital energy: -10.11 eV
Orbital gap: 0.3542 Ha

=====

Model Q:
# C4H4N2O2

An isolated molecule of C4H4N2O2 (ωB97M-V with the def2-TZVPD basis set, the Open Molecules 2025 dataset).

CARTESIAN COORDINATES (ANGSTROEM)
1 C 0.25 0.35 0.92
2 C -1.17 -0.21 -0.82
3 C 0.25 -0.54 -1.30
4 C 1.20 -0.02 -0.33
5 H 0.22 1.18 2.70
6 H -2.04 0.48 1.00
7 H 0.40 -0.76 -2.38
8 H 2.31 0.25 -0.42
9 N 0.86 0.87 1.92
10 N -1.04 0.10 0.55
11 O -2.16 -0.28 -1.46
12 O 0.95 -1.42 -0.37

Computed properties:
LUMO: 0.64 eV
SMILES: [H]/N=C1\NC(=O)[C@@H]2O[C@H]12
Highest occupied orbital energy: -10.15 eV
Orbital gap: 0.3964 Ha

=====

Verdict on stability: model P comes out at the bottom.

=====

Model P:
# C4H4N2O2

An isolated molecule of C4H4N2O2 (ωB97M-V with the def2-TZVPD basis set, the Open Molecules 2025 dataset).

CARTESIAN COORDINATES (ANGSTROEM)
1 C -0.96 -0.44 -0.11
2 C -1.05 -0.10 -1.43
3 C 0.95 0.64 -0.98
4 C 0.98 0.25 1.38
5 H -1.50 -0.59 1.78
6 H -1.77 -0.46 -2.28
7 H 2.17 0.66 -1.07
8 H 1.81 0.97 1.17
9 N 0.13 0.30 -1.89
10 N 0.30 0.11 0.22
11 O -1.78 -0.75 0.87
12 O 0.74 -0.59 2.33

Computed properties:
LUMO: 0.00 eV
SMILES: O=Cn1cncc1O
Highest occupied orbital energy: -9.08 eV
Orbital gap: 0.3337 Ha

=====

Model Q:
# C4H4N2O2

A cluster of 2 separate species, C4H4N2O2 in total (ωB97M-V with the def2-TZVPD basis set, the Open Molecules 2025 dataset).

CARTESIAN COORDINATES (ANGSTROEM)
1 C -0.71 -1.19 0.91
2 C -0.28 -0.50 -1.15
3 C -0.49 0.74 -0.70
4 C -0.47 2.06 -1.27
5 H 1.90 -1.14 2.24
6 H -2.05 -0.77 1.31
7 H 0.35 -0.80 -2.14
8 H -0.78 0.96 0.29
9 N 0.06 -0.91 1.94
10 N -0.23 3.26 -1.60
11 O 1.53 -1.08 1.47
12 O 0.15 -1.60 -0.33

Computed properties:
LUMO: -0.44 eV
Highest occupied orbital energy: -9.98 eV
Orbital gap: 0.3506 Ha

=====

Verdict on stability: model Q comes out at the bottom.

=====

Model P:
# C5H7FO2

An isolated molecule of C5H7FO2 (ωB97M-V with the def2-TZVPD basis set, the Open Molecules 2025 dataset).

CARTESIAN COORDINATES (ANGSTROEM)
1 C -0.37 -1.74 -0.65
2 C -0.95 -0.31 -0.92
3 C 0.20 0.11 0.13
4 C -0.29 0.26 1.49
5 C 1.30 1.02 -0.48
6 O -0.76 -2.82 -0.81
7 O 0.69 -1.29 -0.03
8 F -2.17 0.09 -0.43
9 H -0.93 0.08 -2.00
10 H -1.28 -0.11 1.47
11 H -0.37 1.17 2.00
12 H 0.30 -0.28 2.18
13 H 2.10 1.26 0.17
14 H 0.96 2.00 -0.72
15 H 1.58 0.57 -1.41

Computed properties:
LUMO: 0.73 eV
SMILES: CC1(C)OC(=O)[C@H]1F
Highest occupied orbital energy: -10.46 eV
Orbital gap: 0.4112 Ha

=====

Model Q:
# C5H7FO2

An isolated molecule of C5H7FO2 (ωB97M-V with the def2-TZVPD basis set, the Open Molecules 2025 dataset).

CARTESIAN COORDINATES (ANGSTROEM)
1 C 1.68 0.12 -1.35
2 C 0.27 0.04 -0.75
3 C -0.84 1.04 1.04
4 C -1.43 0.42 2.02
5 C -0.22 -1.38 -0.46
6 H 2.37 -0.27 -0.61
7 H 1.94 1.13 -1.60
8 H 1.76 -0.51 -2.25
9 H -0.48 0.44 -1.42
10 H -1.35 1.90 0.54
11 H -2.44 0.72 2.36
12 H -0.13 -1.65 0.62
13 O 0.34 0.75 0.49
14 O -0.63 -2.11 -1.29
15 F -0.85 -0.65 2.64

Computed properties:
LUMO: 0.89 eV
SMILES: C[C@@H](C=O)O/C=C\F
Highest occupied orbital energy: -9.67 eV
Orbital gap: 0.3883 Ha

=====

Verdict on stability: model Q comes out at the bottom.

=====

Model P:
# C3H2O2S

An isolated molecule of C3H2O2S (ωB97M-V with the def2-TZVPD basis set, the Open Molecules 2025 dataset).

CARTESIAN COORDINATES (ANGSTROEM)
1 C 1.54 -1.43 -0.05
2 C 0.68 -0.59 0.02
3 C -0.28 0.44 -0.10
4 O -1.34 0.29 -0.95
5 O -0.05 1.67 0.38
6 S -2.03 -0.51 0.45
7 H 2.43 -1.96 -0.18
8 H -0.95 2.10 0.42

Computed properties:
LUMO: -0.39 eV
SMILES: C#C[C@@]1(O)OS1
Highest occupied orbital energy: -8.79 eV
Orbital gap: 0.3089 Ha

=====

Model Q:
# C3H2O2S

An isolated molecule of C3H2O2S (ωB97M-V with the def2-TZVPD basis set, the Open Molecules 2025 dataset).

CARTESIAN COORDINATES (ANGSTROEM)
1 C -1.30 -0.03 -0.21
2 C 0.94 -0.62 -0.06
3 C 0.88 0.67 0.02
4 H 1.52 -1.57 0.06
5 H 1.70 1.50 0.62
6 O -0.39 -1.04 -0.16
7 O -0.46 1.08 -0.29
8 S -2.88 0.00 0.01

Computed properties:
LUMO: 0.65 eV
SMILES: S=c1occo1
Highest occupied orbital energy: -9.12 eV
Orbital gap: 0.3590 Ha

=====

Verdict on stability: model P comes out at the bottom.

=====

Model P:
# C6H13N3

A cluster of 2 separate species, C6H13N3 in total (ωB97M-V with the def2-TZVPD basis set, the Open Molecules 2025 dataset).

CARTESIAN COORDINATES (ANGSTROEM)
1 C 0.85 -0.45 -3.02
2 C 0.14 -1.06 -1.87
3 N -1.28 -0.80 -1.69
4 N 0.47 -2.04 -1.14
5 H -1.58 -0.41 -0.80
6 H -1.76 -0.28 -2.41
7 H -0.65 -2.07 -0.73
8 H 0.92 0.63 -2.88
9 H 1.85 -0.88 -3.09
10 H 0.32 -0.62 -3.96
11 C -1.35 1.72 2.07
12 C -0.17 1.05 1.43
13 C 0.69 0.26 2.34
14 C 1.43 -0.78 1.96
15 N 0.02 1.19 0.18
16 H 0.92 0.82 -0.11
17 H 0.67 0.56 3.39
18 H -1.97 0.98 2.59
19 H -1.01 2.44 2.81
20 H -1.95 2.22 1.32
21 H 1.98 -1.36 2.67
22 H 1.44 -1.13 0.93

Computed properties:
LUMO: 0.80 eV
SMILES: [H]/N=C(/C)C=C.[H]/N=C(/C)N
Highest occupied orbital energy: -9.12 eV
Orbital gap: 0.3643 Ha

=====

Model Q:
# C6H13N3

An isolated molecule of C6H13N3 (ωB97M-V with the def2-TZVPD basis set, the Open Molecules 2025 dataset).

CARTESIAN COORDINATES (ANGSTROEM)
1 C 0.29 0.17 -0.82
2 C 0.67 1.65 -0.82
3 C 1.52 -0.71 -0.98
4 C 0.69 -0.12 1.82
5 C -1.10 -0.40 0.25
6 N -2.17 0.49 0.03
7 N -1.55 -1.66 -0.16
8 C -0.59 -0.37 1.64
9 N 1.82 -0.10 2.21
10 H -0.30 0.02 -1.73
11 H -0.80 -2.33 -0.24
12 H -2.06 -1.61 -1.03
13 H -2.07 1.36 0.55
14 H -3.04 0.06 -0.27
15 H 2.07 0.71 2.78
16 H -1.27 -0.49 2.48
17 H 1.38 1.91 -0.03
18 H -0.21 2.30 -0.74
19 H 1.15 1.93 -1.77
20 H 1.93 -0.63 -2.00
21 H 2.34 -0.41 -0.33
22 H 1.30 -1.77 -0.81

Computed properties:
LUMO: 0.90 eV
SMILES: CC(C)C(N)(N)C=C=N
Highest occupied orbital energy: -8.11 eV
Orbital gap: 0.3313 Ha

=====

Model R:
# C6H13N3

An isolated molecule of C6H13N3 (ωB97M-V with the def2-TZVPD basis set, the Open Molecules 2025 dataset).

CARTESIAN COORDINATES (ANGSTROEM)
1 N 0.01 1.76 0.16
2 N -0.43 1.19 1.38
3 N -0.20 -0.45 -0.11
4 C 2.10 1.65 1.54
5 C 0.75 2.07 1.38
6 C -0.09 0.77 -2.26
7 C 0.60 -1.12 2.28
8 C 0.45 0.65 -0.72
9 C -0.39 -0.30 1.32
10 H -1.17 -0.59 -0.48
11 H 2.36 0.77 1.00
12 H 2.76 2.44 1.26
13 H 2.40 1.48 2.59
14 H 0.48 2.99 1.87
15 H 0.44 1.58 -2.75
16 H -1.20 0.86 -2.21
17 H 0.10 -0.13 -2.89
18 H 1.58 -1.50 1.74
19 H 0.91 -0.40 2.98
20 H 0.04 -1.93 2.78
21 H 1.50 0.51 -0.73
22 H -1.36 -0.67 1.52

Computed properties:
LUMO: 1.06 eV
SMILES: CC1N2[C@H](C)N[C@@H](C)N12
Highest occupied orbital energy: -7.87 eV
Orbital gap: 0.3282 Ha

=====

Model S:
# C6H13N3

A cluster of 2 separate species, C6H13N3 in total (ωB97M-V with the def2-TZVPD basis set, the Open Molecules 2025 dataset).

CARTESIAN COORDINATES (ANGSTROEM)
1 C 1.38 -0.05 0.52
2 C 1.76 -1.48 0.17
3 C 0.42 1.85 -0.65
4 N 0.97 2.59 -1.37
5 H 1.17 0.05 1.59
6 H 2.20 0.63 0.26
7 H 2.66 -1.80 0.72
8 H 1.98 -1.59 -0.89
9 H 0.96 -2.18 0.43
10 C -0.61 -0.61 -1.59
11 N -0.81 1.36 -0.09
12 C -0.72 -0.17 -0.15
13 N -0.98 1.96 1.22
14 C -1.52 -0.84 0.73
15 H -1.62 1.69 -0.64
16 H -1.80 1.51 1.61
17 H -0.17 1.65 1.75
18 H -0.57 -1.69 -1.62
19 H -1.50 -0.29 -2.15
20 H 0.27 -0.21 -2.08
21 H -1.70 -0.51 1.74
22 H -1.78 -1.86 0.51

Computed properties:
LUMO (alpha / beta): 0.51 / 0.51 eV
Highest occupied orbital energy (alpha / beta): -6.94 / -6.94 eV
Orbital gap (alpha / beta): 0.2738 / 0.2738 Ha

=====

Verdict on stability: model S comes out at the bottom.

=====

Model P:
# C5H12NO2

A cluster of 2 separate species, C5H12NO2 in total (ωB97M-V with the def2-TZVPD basis set, the Open Molecules 2025 dataset).

CARTESIAN COORDINATES (ANGSTROEM)
1 C 1.33 0.47 -0.94
2 O 2.58 0.90 -0.80
3 C 1.02 -0.73 0.34
4 C 0.34 0.53 0.44
5 C 0.81 1.65 1.34
6 C -3.20 -0.26 0.18
7 O -2.27 -0.86 -0.61
8 N 0.14 -1.79 0.01
9 H 1.08 -0.30 -1.68
10 H 0.73 1.31 -1.38
11 H 1.82 -0.88 1.05
12 H 0.15 1.91 2.17
13 H -0.72 0.41 0.24
14 H 1.08 2.53 0.77
15 H 1.73 1.32 1.82
16 H -3.62 -1.00 0.92
17 H -2.87 0.62 0.76
18 H -4.12 0.11 -0.35
19 H 0.52 -2.31 -0.77
20 H -0.80 -1.41 -0.25

Computed properties:
LUMO: 3.84 eV
Highest occupied orbital energy: -3.53 eV
Total charge: -1
Orbital gap: 0.2711 Ha

=====

Model Q:
# C5H12NO2

A cluster of 2 separate species, C5H12NO2 in total (ωB97M-V with the def2-TZVPD basis set, the Open Molecules 2025 dataset).

CARTESIAN COORDINATES (ANGSTROEM)
1 C 0.05 -1.09 0.30
2 C -1.24 -0.24 0.33
3 C -1.14 0.94 -0.56
4 C -1.68 1.07 -1.77
5 N 1.16 -0.36 0.84
6 C 1.17 -0.24 2.40
7 O 0.13 -0.78 2.97
8 H 0.29 -1.36 -0.74
9 H -0.19 -1.98 0.86
10 H -1.29 0.04 1.37
11 H -2.09 -0.90 0.10
12 H -0.38 1.65 -0.28
13 H -1.57 1.98 -2.35
14 H -2.35 0.37 -2.28
15 H 2.04 -0.77 0.54
16 H 2.17 -0.67 2.67
17 H 1.31 0.86 2.56
18 H 1.74 0.54 -1.75
19 H 0.49 0.29 -2.56
20 O 1.39 0.65 -2.65

Computed properties:
LUMO: 3.79 eV
Highest occupied orbital energy: -2.72 eV
Total charge: -1
Orbital gap: 0.2393 Ha

=====

Model R:
# C5H12NO2

A cluster of 2 separate species, C5H12NO2 in total (ωB97M-V with the def2-TZVPD basis set, the Open Molecules 2025 dataset).

CARTESIAN COORDINATES (ANGSTROEM)
1 C 1.93 0.89 0.96
2 O 1.69 1.61 2.09
3 C 0.56 0.68 0.08
4 C 0.87 -0.26 -1.11
5 C -0.31 -1.11 -1.58
6 C -0.40 -1.82 -2.77
7 N -0.55 0.29 1.13
8 H 2.13 -0.24 1.10
9 H 2.64 1.23 0.19
10 H 0.23 1.66 -0.22
11 H 1.31 0.43 -1.80
12 H 1.65 -1.02 -0.94
13 H -1.06 -1.44 -0.81
14 H 0.43 -1.73 -3.53
15 H -1.34 -2.40 -2.91
16 H -0.33 -0.59 1.58
17 H -0.36 0.89 1.83
18 H -2.17 0.00 1.02
19 H -3.41 0.53 0.35
20 O -3.16 -0.32 0.75

Computed properties:
LUMO: 3.68 eV
Highest occupied orbital energy: -3.04 eV
Total charge: -1
Orbital gap: 0.2469 Ha

=====

Verdict on stability: model P comes out at the bottom.